The following is a DFT calculation (ωB97M-V/def2-TZVPD) of an isolated ion of composition C5H6NO3 and charge -1 in a non-equilibrium geometry.

As for the HOMO energy: -0.1495 Eh. Its charge is -1. Its largest force on an atom is 3.712 eV/Å.

Element x y z (Å)
C: 1.909 -0.393 0.316
C: 0.516 -1.069 0.366
C: -0.674 -0.207 0.037
C: -1.213 0.792 1.076
O: -2.113 1.549 0.650
O: -0.631 0.850 2.214
N: -1.799 -0.728 -0.925
C: -1.119 0.290 -1.271
O: -0.915 1.211 -2.172
H: 1.873 0.558 0.924
H: 2.725 -1.061 0.696
H: 2.314 0.045 -0.600
H: 0.612 -2.109 -0.152
H: 0.253 -1.226 1.453
H: -1.738 1.500 -2.612

---

The following is a DFT calculation (ωB97M-V/def2-TZVPD) of a 2-piece molecular cluster, C5H6NP2S4 overall in a non-equilibrium geometry.

As for the HOMO energy: -0.4316 Eh. Its charge is +1. Its largest force on an atom is 3.715 eV/Å.

Element x y z (Å)
C: -1.345 -0.750 -1.016
C: -1.015 -0.235 -2.261
C: -0.795 -0.209 0.115
C: -0.042 0.792 -2.278
C: 0.160 0.771 0.077
N: 0.476 1.233 -1.099
P: 4.768 0.270 1.120
P: 1.699 2.594 -1.388
S: 4.162 1.726 2.271
S: 2.973 -0.828 0.827
S: 3.340 -2.506 -0.295
S: 1.593 3.760 0.159
H: -2.222 -1.454 -1.095
H: -1.369 -0.396 -3.277
H: -0.999 -0.560 1.118
H: 0.091 1.214 -3.335
H: 0.530 1.210 1.077
H: 2.520 -3.136 0.478

---

The following is a DFT calculation (ωB97M-V/def2-TZVPD) of an isolated ion of composition C5H6NS and charge +1 in a non-equilibrium geometry.

As for the HOMO energy (spin up / spin down): -0.5199 / -0.5199 Eh. Its charge is +1. Its largest force on an atom is 6.021 eV/Å.

Element x y z (Å)
C: 0.776 -1.723 -1.831
C: -0.478 -1.652 -1.548
C: 0.885 -0.717 1.244
C: -0.154 0.048 0.556
C: -0.519 1.534 0.656
N: 1.197 -0.371 0.081
S: -1.419 -1.083 -0.205
H: 1.664 -2.253 -1.969
H: -1.150 -1.737 -2.318
H: 1.222 -1.204 2.060
H: 0.008 1.937 1.377
H: -1.564 1.634 1.019
H: -0.432 1.879 -0.378

---

The following is a DFT calculation (ωB97M-V/def2-TZVPD) of the molecule C5H6O.

As for the HOMO energy: -0.3809 Eh. Its largest force on an atom is 0.756 eV/Å.

Element x y z (Å)
C: -1.600 0.369 -0.395
C: -1.032 -1.020 -0.076
C: 0.348 -0.770 0.333
C: 1.387 -0.155 0.403
C: 2.582 0.652 0.467
O: 2.703 1.698 -0.134
H: -1.661 0.963 0.520
H: -0.896 0.879 -1.053
H: -2.576 0.327 -0.881
H: -1.025 -1.646 -0.974
H: -1.612 -1.556 0.679
H: 3.382 0.259 1.114